Entry from the OMol25 dataset: the ion C8H20NOS with charge +1 (ωB97M-V with the def2-TZVPD basis set).

XYZ file:
```
31
Properties=species:S:1:pos:R:3
C 1.710 -1.308 -1.193
C -0.240 -2.485 -0.344
C -3.638 0.043 -0.069
C 0.891 2.413 -0.938
C -0.243 2.093 1.192
C 1.227 -1.115 1.242
C 0.620 -1.115 -0.199
C -0.100 0.186 -0.486
N 0.505 1.403 0.207
O 2.382 -0.176 1.318
S -1.809 0.415 -0.797
H 2.263 -2.242 -0.966
H 2.479 -0.561 -1.378
H 1.113 -1.527 -2.120
H -0.787 -2.687 -1.246
H 0.240 -3.367 -0.116
H -1.096 -2.441 0.368
H -4.224 0.793 -0.529
H -3.637 0.594 0.878
H -3.861 -1.020 -0.026
H 0.246 3.320 -0.956
H 1.843 2.823 -0.782
H 0.907 2.118 -1.918
H -0.514 1.422 1.978
H 0.320 2.954 1.544
H -1.170 2.534 0.774
H 0.507 -0.865 2.082
H 1.608 -2.128 1.456
H 1.289 1.112 0.829
H 3.069 -0.663 1.812
H -1.901 -0.525 -1.616
```

HOMO-LUMO gap (alpha / beta)	6.760 / 9.156	eV
total charge	+1
HOMO energy (alpha / beta)	-9.20 / -13.88	eV
spin multiplicity	3
F_max	0.0875	hartree/bohr